1.
Here is B4F16Mn as an isolated structure in a non-equilibrium geometry from the OMol25 dataset. Energies are from ωB97M-V/def2-TZVPD.

```
! RIJCOSX wB97M-V def2-TZVPD def2/J DEFGRID3
* xyz -2 6
Mn -0.145 -0.087 -0.046
B -1.120 1.729 1.747
F -1.726 0.567 1.308
F -1.911 2.836 1.700
F -0.493 1.589 2.987
F -0.156 1.961 0.804
B -0.235 1.454 -2.144
F 0.978 1.025 -1.537
F -0.197 2.853 -2.084
F -0.289 0.840 -3.353
F -1.308 0.869 -1.495
B -0.306 -2.264 -1.240
F 0.788 -1.495 -1.101
F -1.358 -1.593 -0.613
F -0.520 -2.461 -2.488
F -0.024 -3.398 -0.542
B 1.671 -0.887 1.633
F 2.106 -0.516 2.876
F 0.321 -0.946 1.747
F 1.870 0.050 0.675
F 2.054 -2.124 1.167
*
```

Its expectation value of S² is 8.752. For the LUMO energy (alpha / beta), the calculation gives 5.67 / 5.67 eV. The value obtained for the energy relative to the best compared isomer or geometry (same formula, charge and spin) is 1.4704 eV. The value obtained for the frontier orbital gap (alpha / beta) is 9.1281 / 11.8298 eV. For the HOMO energy (alpha / beta), the calculation gives -3.5 / -6.2 eV.

---

2.
Here is a 12-piece molecular cluster, C36H76BN4O22S4 overall in a non-equilibrium geometry from the OMol25 dataset. Energies are from ωB97M-V/def2-TZVPD.

```
! RIJCOSX wB97M-V def2-TZVPD def2/J DEFGRID3
* xyz -1 1
O -1.985 -1.897 1.236
C -1.418 -0.896 0.915
O -1.053 -0.580 -0.315
B -0.446 0.775 -0.343
O -0.492 1.227 1.069
C -1.084 0.305 1.809
O -1.419 0.440 2.946
O -1.166 1.707 -1.211
C -0.365 2.065 -2.214
O -0.642 2.776 -3.128
C 1.014 1.406 -1.967
O 0.924 0.690 -0.856
O 1.936 1.444 -2.727
C -3.013 7.148 -4.850
S -1.358 7.687 -4.414
O -1.492 8.385 -3.114
C -0.703 6.060 -4.081
H -3.464 6.713 -3.955
H -2.996 6.351 -5.596
H -3.584 8.005 -5.192
H -1.343 5.400 -3.496
H 0.242 6.217 -3.563
H -0.479 5.560 -5.026
C 1.039 3.529 2.819
S -0.318 3.854 3.953
O -1.088 4.998 3.408
C 0.688 4.452 5.308
H 1.637 4.451 2.807
H 0.760 3.317 1.796
H 1.652 2.748 3.274
H 1.438 3.721 5.604
H 0.049 4.667 6.163
H 1.109 5.418 5.010
C -3.226 3.268 1.132
S -3.639 4.905 0.542
O -3.141 5.835 1.581
C -2.449 4.974 -0.804
H -3.215 2.566 0.288
H -4.001 2.907 1.805
H -2.249 3.269 1.612
H -1.526 4.483 -0.491
H -2.237 6.026 -0.992
H -2.847 4.492 -1.697
C -5.037 -3.371 5.792
S -3.558 -2.957 4.855
O -2.461 -3.809 5.368
C -4.103 -3.622 3.291
H -4.714 -3.437 6.831
H -5.387 -4.367 5.509
H -5.873 -2.683 5.699
H -3.245 -3.676 2.621
H -4.774 -2.871 2.864
H -4.583 -4.600 3.319
C -0.511 0.218 6.316
O -0.430 1.036 7.212
N 0.530 -0.442 5.772
C 0.327 -1.448 4.751
C 1.894 -0.146 6.175
H -1.483 -0.019 5.857
H 1.084 -2.225 4.873
H 0.437 -1.048 3.741
H -0.652 -1.914 4.809
H 2.382 0.453 5.407
H 1.846 0.349 7.144
H 2.421 -1.079 6.389
C 2.267 -1.466 -4.374
O 1.917 -1.658 -5.525
N 3.451 -1.823 -3.836
C 3.825 -1.435 -2.498
C 4.364 -2.684 -4.552
H 1.615 -0.944 -3.658
H 4.064 -2.277 -1.844
H 3.021 -0.857 -2.044
H 4.681 -0.750 -2.530
H 5.373 -2.276 -4.500
H 4.335 -3.692 -4.123
H 4.059 -2.780 -5.591
C 2.546 -5.153 2.633
O 3.023 -4.049 2.743
N 1.336 -5.436 2.101
C 0.698 -6.725 2.236
C 0.534 -4.396 1.502
H 3.076 -6.075 2.942
H 0.143 -6.985 1.337
H -0.027 -6.707 3.060
H 1.455 -7.464 2.501
H -0.380 -4.179 2.063
H 1.076 -3.460 1.400
H 0.256 -4.706 0.491
C 5.101 2.086 -2.239
O 6.071 1.346 -2.318
N 4.983 3.272 -2.879
C 3.813 4.113 -2.729
C 6.057 3.810 -3.656
H 4.189 1.847 -1.680
H 2.983 3.649 -2.216
H 3.493 4.402 -3.737
H 4.097 5.064 -2.258
H 6.381 4.762 -3.215
H 6.904 3.133 -3.687
H 5.749 4.006 -4.688
O -2.739 -5.209 -4.513
C -3.369 -5.939 -3.791
O -3.230 -6.014 -2.473
C -2.423 -5.014 -1.785
C -2.559 -5.344 -0.319
C -4.306 -6.989 -4.314
H -2.879 -4.039 -1.973
H -1.415 -4.964 -2.194
H -2.036 -6.239 0.007
H -3.598 -5.318 0.004
H -2.114 -4.496 0.221
H -4.958 -6.561 -5.070
H -4.854 -7.518 -3.537
H -3.729 -7.775 -4.811
O -4.519 0.219 -3.560
C -4.090 -0.355 -2.589
O -3.243 -1.391 -2.630
C -2.623 -1.736 -3.871
C -1.300 -0.966 -3.969
C -4.376 0.043 -1.164
H -3.249 -1.547 -4.743
H -2.441 -2.810 -3.908
H -0.787 -1.021 -3.008
H -1.541 0.072 -4.209
H -0.651 -1.356 -4.754
H -4.788 -0.847 -0.678
H -5.116 0.836 -1.181
H -3.473 0.323 -0.633
O 2.939 2.664 0.485
C 3.894 2.446 1.192
O 4.410 1.238 1.410
C 3.657 0.106 0.924
C 2.619 -0.307 1.938
C 4.711 3.521 1.846
H 4.371 -0.699 0.778
H 3.173 0.376 -0.010
H 2.323 -1.343 1.735
H 1.745 0.339 1.940
H 3.072 -0.403 2.929
H 4.404 4.496 1.488
H 5.757 3.352 1.581
H 4.640 3.449 2.931
*
```

For the LUMO energy, the calculation gives 1.76 eV. The value obtained for the energy relative to the best compared isomer or geometry (same formula, charge and spin) is 0.0000 eV. The value obtained for the frontier orbital gap is 7.9094 eV. For the HOMO energy, the calculation gives -6.2 eV.

---

3.
Here is a 5-piece molecular cluster, C24H25FI2N4O2 overall in a non-equilibrium geometry from the OMol25 dataset. Energies are from ωB97M-V/def2-TZVPD.

```
! RIJCOSX wB97M-V def2-TZVPD def2/J DEFGRID3
* xyz 0 1
C 0.963 -4.271 2.857
C 0.136 -3.148 3.453
F -1.065 -3.678 3.859
C -0.105 -1.938 2.492
I -2.230 -1.760 1.994
I 0.392 -0.118 3.573
O 0.535 -2.092 1.263
C 1.445 -1.145 0.863
O 1.227 -0.462 -0.111
H 1.319 -4.093 1.854
H 1.814 -4.493 3.484
H 0.359 -5.166 2.832
H 0.597 -2.795 4.362
H 2.389 -1.056 1.398
N -3.362 -2.194 -3.004
C -3.044 -1.578 -4.140
C -1.960 -0.724 -4.276
C -1.160 -0.495 -3.168
C -1.475 -1.126 -1.977
C -2.581 -1.963 -1.950
H -3.697 -1.782 -4.982
H -1.749 -0.252 -5.226
H -0.305 0.167 -3.231
H -0.879 -0.975 -1.088
H -2.861 -2.479 -1.039
N -2.415 1.563 6.175
C -2.580 1.268 4.887
C -3.665 1.689 4.133
C -4.638 2.455 4.754
C -4.484 2.768 6.094
C -3.359 2.301 6.756
H -1.786 0.663 4.444
H -3.743 1.421 3.088
H -5.502 2.802 4.202
H -5.220 3.363 6.618
H -3.199 2.527 7.804
N -0.615 4.312 -1.476
C -0.335 3.032 -1.245
C 0.805 2.395 -1.715
C 1.703 3.131 -2.471
C 1.426 4.465 -2.723
C 0.259 5.004 -2.203
H -1.065 2.491 -0.652
H 0.979 1.352 -1.491
H 2.606 2.674 -2.856
H 2.100 5.076 -3.308
H 0.006 6.044 -2.374
N 4.644 -1.946 -1.935
C 3.638 -1.081 -2.068
C 3.354 -0.409 -3.247
C 4.159 -0.643 -4.349
C 5.210 -1.537 -4.228
C 5.407 -2.160 -3.005
H 3.037 -0.926 -1.186
H 2.520 0.279 -3.297
H 3.970 -0.138 -5.288
H 5.863 -1.749 -5.063
H 6.216 -2.869 -2.869
*
```

For the LUMO energy, the calculation gives -0.83 eV. The value obtained for the frontier orbital gap is 8.6635 eV. For the HOMO energy, the calculation gives -9.5 eV.

---

4.
Here is an isolated ion of composition C5H15N2 and charge +1 in a non-equilibrium geometry from the OMol25 dataset. Energies are from ωB97M-V/def2-TZVPD.

```
! RIJCOSX wB97M-V def2-TZVPD def2/J DEFGRID3
* xyz 1 1
C -2.589 0.304 -0.535
N -1.307 0.558 -1.214
C -0.506 -0.659 -1.381
C 0.199 -0.990 -0.057
C 0.815 0.159 0.683
C 1.179 0.003 2.137
N 2.055 0.616 -0.151
H -3.059 -0.594 -0.930
H -2.430 0.327 0.543
H -3.230 1.174 -0.692
H -1.422 0.973 -2.127
H 0.248 -0.365 -2.123
H -1.095 -1.512 -1.710
H -0.613 -1.375 0.580
H 0.795 -1.913 -0.053
H 0.167 1.006 0.524
H 1.790 0.865 2.428
H 1.759 -0.881 2.403
H 0.278 0.095 2.718
H 1.723 1.219 -0.903
H 2.545 -0.179 -0.559
H 2.699 1.170 0.418
*
```

Its SMILES is CNCC[C@@H](C)[NH3+]. For the LUMO energy, the calculation gives -3.39 eV. The value obtained for the energy relative to the best compared isomer or geometry (same formula, charge and spin) is 0.8482 eV. The value obtained for the frontier orbital gap is 9.4476 eV. For the HOMO energy, the calculation gives -12.8 eV.

---

5.
Here is a 2-piece molecular cluster, C26H26F5N3O3 overall in a non-equilibrium geometry from the OMol25 dataset. Energies are from ωB97M-V/def2-TZVPD.

```
! RIJCOSX wB97M-V def2-TZVPD def2/J DEFGRID3
* xyz 0 1
C 0.026 -2.499 -3.550
C 1.124 -1.536 -3.058
N 0.828 -0.199 -2.998
C 1.875 0.664 -2.821
C 1.591 2.183 -2.853
O 3.055 0.323 -2.680
O 2.249 -2.005 -2.773
H -0.991 -2.067 -3.585
H 0.269 -2.878 -4.566
H 0.011 -3.378 -2.897
H 0.538 2.491 -2.830
H 2.094 2.668 -2.003
H 2.026 2.635 -3.759
C -1.619 -1.095 4.347
N -0.916 -0.462 3.254
C 0.196 0.299 3.464
O 0.659 0.584 4.565
C 0.689 0.793 2.104
C 2.076 0.294 1.749
C 3.067 0.766 2.768
C 3.594 -0.101 3.728
F 3.218 -1.410 3.714
C 4.440 0.336 4.743
F 4.876 -0.518 5.691
C 4.799 1.685 4.787
F 5.612 2.131 5.771
C 4.341 2.568 3.809
F 4.713 3.865 3.840
C 3.481 2.098 2.821
F 2.984 2.985 1.908
N -0.368 0.286 1.199
C -0.230 0.427 -0.137
C -1.194 0.012 -1.055
C -1.091 0.366 -2.407
C -2.127 -0.012 -3.370
C -2.033 0.470 -4.707
C -3.127 0.349 -5.584
C -4.319 -0.257 -5.129
C -4.339 -0.903 -3.891
C -3.226 -0.843 -3.043
C -1.376 -0.554 1.877
C -1.332 -2.015 1.397
C -2.806 0.005 1.744
H -1.037 -0.988 5.265
H -2.610 -0.648 4.506
H -1.766 -2.164 4.147
H 0.697 1.904 2.098
H 2.078 -0.804 1.735
H 2.350 0.670 0.753
H 0.647 1.012 -0.461
H -2.041 -0.598 -0.740
H -0.509 1.333 -2.673
H -1.092 0.909 -5.058
H -3.040 0.747 -6.604
H -5.177 -0.322 -5.809
H -5.228 -1.457 -3.588
H -3.213 -1.437 -2.131
H -0.330 -2.437 1.556
H -2.070 -2.606 1.952
H -1.554 -2.103 0.330
H -2.883 0.918 2.344
H -3.029 0.265 0.704
H -3.533 -0.746 2.092
*
```

For the LUMO energy, the calculation gives -1.00 eV. The value obtained for the frontier orbital gap is 7.0034 eV. For the HOMO energy, the calculation gives -8.0 eV.

---

6.
Here is a 2-piece molecular cluster, C4H7NO overall in a non-equilibrium geometry from the OMol25 dataset. Energies are from ωB97M-V/def2-TZVPD.

```
! RIJCOSX wB97M-V def2-TZVPD def2/J DEFGRID3
* xyz 0 1
N -1.430 2.310 0.133
C -1.371 1.157 0.226
C -1.274 -0.299 0.314
C -0.059 -0.840 -0.433
C 1.246 -0.556 0.270
O 1.326 -0.291 1.449
H -1.197 -0.572 1.368
H -2.197 -0.725 -0.083
H -0.101 -1.936 -0.458
H -0.032 -0.511 -1.474
H 2.142 -0.792 -0.345
H 1.353 1.543 -0.116
H 1.593 1.513 -0.851
*
```

Its SMILES is N#CCCC=O.[H][H]. For the LUMO energy, the calculation gives 0.73 eV. The value obtained for the energy relative to the best compared isomer or geometry (same formula, charge and spin) is 2.3647 eV. The value obtained for the frontier orbital gap is 11.1176 eV. For the HOMO energy, the calculation gives -10.4 eV.

---

7.
Here is a 3-piece molecular cluster, C5H10O2 overall in a non-equilibrium geometry from the OMol25 dataset. Energies are from ωB97M-V/def2-TZVPD.

```
! RIJCOSX wB97M-V def2-TZVPD def2/J DEFGRID3
* xyz 0 1
O 2.219 0.362 -0.354
C 1.468 -0.514 0.380
C 0.051 -0.283 0.481
C -0.505 1.134 0.672
C -1.824 1.039 -0.105
O -1.436 0.350 -1.289
C -0.534 -0.614 -0.937
H 3.111 0.008 -0.448
H 0.801 -2.245 -0.364
H 1.999 -1.123 1.104
H -0.377 -0.957 1.229
H -0.636 1.392 1.727
H 0.155 1.869 0.200
H -2.259 1.997 -0.400
H -2.571 0.458 0.455
H 0.173 -0.741 -1.761
H 0.002 -2.238 -0.620
*
```

For the LUMO energy (alpha / beta), the calculation gives 0.59 / 0.69 eV. The value obtained for the energy relative to the best compared isomer or geometry (same formula, charge and spin) is 6.2611 eV. The value obtained for the frontier orbital gap (alpha / beta) is 7.6379 / 7.8379 eV. For the HOMO energy (alpha / beta), the calculation gives -7.0 / -7.2 eV.

---

8.
Here is a 6-piece molecular cluster, C30H60N6 overall in a non-equilibrium geometry from the OMol25 dataset. Energies are from ωB97M-V/def2-TZVPD.

```
! RIJCOSX wB97M-V def2-TZVPD def2/J DEFGRID3
* xyz 0 1
C -7.225 -1.826 3.611
C -6.022 -2.554 3.852
C -6.252 -3.189 5.088
N -7.601 -3.102 5.441
C -8.171 -2.362 4.501
H -7.462 -1.220 2.749
H -5.163 -2.457 3.204
H -5.564 -3.799 5.656
H -8.019 -3.734 6.109
H -9.245 -2.267 4.567
C 6.386 3.492 -1.467
C 5.362 3.543 -0.559
C 4.270 4.029 -1.333
N 4.652 4.267 -2.645
C 5.993 3.960 -2.715
H 7.364 3.081 -1.265
H 5.339 3.247 0.479
H 3.228 4.164 -1.084
H 3.984 4.560 -3.344
H 6.499 4.037 -3.666
C 9.323 -10.899 -5.969
C 9.312 -10.665 -4.620
C 10.580 -10.991 -4.097
N 11.349 -11.467 -5.195
C 10.608 -11.459 -6.321
H 8.547 -10.821 -6.717
H 8.461 -10.268 -4.086
H 10.947 -11.139 -3.092
H 12.297 -11.810 -5.247
H 11.028 -11.768 -7.267
C -0.497 2.330 7.769
C -0.806 3.704 7.291
N -1.263 4.613 8.349
C -1.240 6.009 7.813
C 0.225 6.379 8.050
C -2.633 4.316 8.783
C -2.743 4.702 10.269
H 0.180 1.772 7.122
H -1.364 1.675 7.856
H 0.079 2.449 8.687
H 0.095 4.038 6.776
H -1.534 3.756 6.481
H -1.526 6.053 6.762
H -1.894 6.693 8.353
H 0.306 7.413 7.714
H 0.616 6.225 9.056
H 0.923 5.805 7.442
H -3.058 3.330 8.600
H -3.402 4.916 8.297
H -3.812 4.801 10.459
H -2.310 5.670 10.524
H -2.501 3.814 10.853
C -2.962 3.968 -5.833
C -3.949 3.209 -4.934
N -4.657 4.251 -4.261
C -5.247 3.784 -3.066
C -4.156 3.440 -2.132
C -5.598 4.982 -5.128
C -6.027 6.332 -4.529
H -2.165 3.302 -6.163
H -2.564 4.839 -5.312
H -3.262 4.263 -6.838
H -4.506 2.439 -5.467
H -3.305 2.650 -4.255
H -5.895 4.482 -2.535
H -5.884 2.907 -3.176
H -4.556 3.239 -1.138
H -3.452 2.645 -2.378
H -3.634 4.361 -1.874
H -6.455 4.364 -5.396
H -5.210 5.198 -6.124
H -5.077 6.845 -4.385
H -6.579 6.256 -3.592
H -6.604 6.920 -5.242
C 1.960 -3.967 -0.509
C 2.655 -3.613 -1.887
N 1.800 -4.201 -2.927
C 1.795 -3.349 -4.148
C 3.118 -3.204 -4.916
C 2.001 -5.600 -3.321
C 0.868 -6.346 -2.744
H 2.518 -3.460 0.278
H 1.712 -5.019 -0.362
H 1.011 -3.432 -0.487
H 2.842 -2.542 -1.974
H 3.626 -4.089 -2.022
H 1.478 -2.396 -3.725
H 1.007 -3.775 -4.769
H 2.906 -2.775 -5.896
H 3.707 -4.112 -5.046
H 3.626 -2.276 -4.652
H 2.051 -5.879 -4.373
H 2.960 -5.959 -2.948
H 1.006 -6.688 -1.718
H -0.089 -5.833 -2.649
H 0.540 -7.212 -3.320
*
```

Its SMILES is c1cc[nH]c1.c1cc[nH]c1.c1cc[nH]c1.CCN(CC)CC.CCN(CC)CC.CCN(CC)CC. For the LUMO energy, the calculation gives 0.76 eV. The value obtained for the energy relative to the best compared isomer or geometry (same formula, charge and spin) is 4.6384 eV. The value obtained for the frontier orbital gap is 8.7379 eV. For the HOMO energy, the calculation gives -8.0 eV.